87
Properties=species:S:1:pos:R:3:mulliken_charge:R:1 method="wB97M-V/def2-TZVPD" total_charge=0 homo_lumo_gap_ev=10.15 e_lumo_ha=0.0191 smiles=CCO.CCO.CCO.CCO.CCO.CCO.CCO.CO.CO.CO.CO
H 3.00 -2.49 -3.22 0.164
H -2.27 -0.45 4.10 0.081
H -3.40 -4.89 0.87 0.286
H -2.16 -1.02 -0.42 0.000
H -4.99 -4.05 0.82 0.408
H 2.72 1.63 -0.69 -0.124
C -1.33 -0.24 -0.24 -0.176
O 4.51 1.68 1.99 -0.536
C 3.71 -2.47 -2.37 -0.484
H 1.19 4.53 -3.06 0.370
H -0.34 -0.68 -0.38 -0.072
H -4.37 4.11 1.23 0.347
H -2.38 -2.73 1.80 0.056
O 0.87 -0.17 -3.12 0.027
H -3.17 1.00 3.56 -0.014
H 3.63 -1.88 -0.28 0.399
H -0.37 -0.23 -4.73 0.350
H 1.52 4.82 -1.42 0.400
C -3.46 -2.90 1.77 -0.526
C 4.23 1.25 0.63 -0.401
C -3.57 3.00 -0.39 0.194
O -4.56 1.93 -0.51 -0.594
H 0.76 1.63 -5.16 0.222
O -1.44 0.50 0.94 0.276
C -0.16 -3.45 -2.22 -0.426
C -3.11 0.19 4.33 -0.118
C -3.41 3.64 1.02 -0.736
H -4.41 -0.93 3.56 0.263
H 2.33 -0.73 1.52 -0.450
H 0.54 -2.50 1.53 0.002
C 2.25 -1.45 2.33 -0.513
H -4.31 1.13 -0.07 0.320
H -0.30 -4.43 -2.60 0.395
C -3.90 -3.93 0.70 -0.513
H -0.40 2.60 3.90 0.248
H 1.20 3.14 3.33 0.373
H 1.84 0.69 -6.17 0.348
H 4.48 -1.74 -2.65 0.342
O -4.36 -0.49 4.39 -0.563
C 1.27 4.00 -2.10 -1.272
H -1.01 -2.90 -2.64 0.214
C -0.04 3.41 -1.58 0.258
H 2.70 -0.90 -1.41 0.029
H -1.07 -3.42 -0.47 0.201
H 0.95 -1.26 -4.89 0.432
H -2.62 4.43 0.98 0.280
O -0.59 2.40 -2.41 -0.470
H 1.99 3.20 -2.17 0.177
H 4.39 0.15 0.53 0.144
H 0.74 -3.03 -2.58 -0.083
H -3.64 -3.24 2.79 0.533
H 1.00 -2.85 3.20 0.241
H 0.37 0.62 -2.87 -0.029
H -1.03 0.01 1.68 -0.101
H 2.37 1.00 -4.60 0.268
H -2.94 0.68 5.25 0.391
C 0.69 -0.31 -4.50 -0.446
H -1.48 0.47 -1.06 0.165
C 2.81 1.73 0.40 -0.013
H 4.61 -4.16 -2.86 0.305
O -3.47 -3.47 -0.57 -0.435
H 3.07 -2.18 2.22 0.469
H 2.76 2.77 0.60 0.600
C 0.55 2.23 3.41 -0.215
H -3.88 3.76 -1.07 0.430
H 2.07 1.29 4.23 0.294
H 0.04 2.91 -0.60 -0.079
H -3.14 2.88 1.75 -0.066
O -0.08 -1.12 2.88 -0.457
H 0.30 1.88 2.42 -0.137
H 4.95 1.75 -0.04 0.478
H 0.41 -0.55 3.50 0.224
O 1.13 1.16 4.20 -0.581
O -0.15 -3.30 -0.81 -0.449
C 0.92 -2.05 2.44 0.026
H -3.96 -3.86 -1.28 0.249
H -3.96 -1.98 1.62 0.023
H 5.44 1.64 2.24 0.268
C 1.48 0.80 -5.16 -1.063
H -2.56 2.66 -0.62 -0.199
H 2.03 1.10 0.78 -0.356
H 2.09 -2.40 -0.94 -0.121
O 4.23 -3.75 -2.07 -0.539
H -1.14 2.78 -3.11 0.220
H 2.50 -0.99 3.31 0.352
H -0.75 4.26 -1.51 0.369
C 3.02 -1.89 -1.17 -0.153